(1)
Molecular formula: C24H37N2O2
Method: DFT, the ωB97M-V functional and the def2-TZVPD basis

Last column: Mulliken charge in e.
Cartesian coordinates (Å):
C: -0.191 2.508 -0.229  -1.22
N: 0.342 2.009 -1.498  0.89
C: -0.543 2.291 -2.645  -0.65
C: -0.072 1.455 -3.847  -0.90
N: 1.287 1.000 -3.599  0.48
C: 1.817 0.219 -4.702  -1.05
C: 3.072 -0.594 -4.329  0.20
O: 3.356 -1.516 -5.348  -0.57
C: 2.889 -1.433 -3.055  -0.67
O: 2.974 -0.639 -1.887  -0.42
C: 1.991 -0.679 -0.951  1.12
C: 2.370 -0.378 0.359  -1.21
C: 1.451 -0.399 1.390  0.05
C: 0.109 -0.712 1.171  -0.32
C: -0.906 -0.843 2.292  2.29
C: -2.081 0.123 2.065  -1.42
C: -3.140 -0.062 3.153  0.34
C: -3.655 -1.500 3.132  -1.41
C: -2.493 -2.457 3.395  0.44
C: -1.878 -2.154 4.758  -1.41
C: -1.364 -0.717 4.764  0.15
C: -2.525 0.243 4.516  -1.45
C: -0.307 -0.544 3.672  -2.24
C: -1.437 -2.288 2.304  -1.38
C: -0.271 -0.956 -0.144  -0.37
C: 0.636 -0.918 -1.200  -1.60
C: 2.111 2.128 -3.203  -0.80
C: 1.696 2.534 -1.778  -0.79
H: 0.503 2.276 0.577  0.42
H: -1.144 2.030 -0.013  0.35
H: -0.336 3.587 -0.279  0.49
H: 0.445 0.953 -1.437  -0.69
H: -1.570 2.037 -2.380  0.34
H: -0.498 3.361 -2.859  0.42
H: -0.148 2.056 -4.768  0.46
H: -0.706 0.574 -3.972  0.51
H: 2.046 0.851 -5.576  0.39
H: 1.050 -0.499 -5.002  0.30
H: 3.930 0.076 -4.168  0.18
H: 3.608 -1.056 -6.156  0.38
H: 1.957 -1.996 -3.112  0.34
H: 3.717 -2.150 -3.028  0.43
H: 3.411 -0.177 0.557  0.51
H: 1.808 -0.195 2.385  0.50
H: -2.537 -0.053 1.088  0.40
H: -1.713 1.154 2.093  0.44
H: -3.970 0.627 2.962  0.31
H: -4.422 -1.628 3.897  0.53
H: -4.110 -1.721 2.163  0.50
H: -2.859 -3.489 3.377  0.27
H: -2.625 -2.286 5.542  0.53
H: -1.057 -2.846 4.959  0.48
H: -0.908 -0.495 5.734  0.27
H: -3.278 0.125 5.297  0.54
H: -2.172 1.276 4.546  0.48
H: 0.073 0.481 3.701  0.54
H: 0.520 -1.228 3.872  0.62
H: -1.874 -2.539 1.336  0.50
H: -0.605 -2.973 2.480  0.47
H: -1.296 -1.204 -0.373  0.40
H: 0.295 -1.179 -2.190  0.51
H: 2.000 2.975 -3.900  0.45
H: 3.156 1.828 -3.199  0.36
H: 2.380 2.105 -1.045  0.38
H: 1.689 3.620 -1.666  0.57

Computed properties:
SMILES: C[NH+]1CCN(C[C@H](O)COc2ccc([C@]34C[C@H]5C[C@H](C[C@H](C5)C3)C4)cc2)CC1
net charge: +1
HOMO-LUMO gap: 9.25 eV
lowest unoccupied orbital energy: -2.19 eV


(2)
Molecular formula: C37H47NO6P2Sr
Method: DFT, the ωB97M-V functional and the def2-TZVPD basis

Last column: Mulliken charge in e.
Cartesian coordinates (Å):
Sr: 0.989 -0.875 0.715  1.21
C: 4.017 -1.699 -1.241  -0.67
C: 3.762 -0.247 -1.603  -1.09
O: 3.007 0.445 -0.614  0.79
C: 3.745 1.228 0.320  0.19
C: 4.283 0.401 1.480  -1.17
O: 3.243 -0.266 2.204  0.02
C: 2.874 0.321 3.449  -0.72
C: 1.837 1.421 3.281  -0.86
O: 0.687 0.965 2.568  0.60
C: -0.458 0.643 3.354  -0.63
C: -0.379 -0.751 3.948  -0.96
O: -0.236 -1.647 2.847  0.68
C: -0.045 -3.025 3.182  -1.02
C: 1.404 -3.419 2.976  -0.55
O: 1.716 -3.104 1.621  0.07
C: 2.942 -3.647 1.127  -0.59
C: 2.857 -3.613 -0.386  -0.86
O: 2.768 -2.269 -0.866  -0.09
H: 4.742 -1.796 -0.428  0.37
H: 4.416 -2.214 -2.120  0.51
H: 3.170 -0.224 -2.519  0.42
H: 4.710 0.259 -1.799  0.32
H: 3.047 1.986 0.679  -0.51
H: 4.579 1.735 -0.174  0.57
H: 4.866 1.046 2.143  0.50
H: 4.950 -0.374 1.102  0.27
H: 3.745 0.733 3.966  0.51
H: 2.483 -0.496 4.055  0.21
H: 2.266 2.237 2.696  0.32
H: 1.560 1.821 4.260  0.46
H: -1.305 0.672 2.663  -0.21
H: -0.616 1.386 4.138  0.51
H: -1.302 -0.960 4.495  0.52
H: 0.461 -0.845 4.641  0.46
H: -0.667 -3.606 2.499  0.19
H: -0.362 -3.234 4.204  0.47
H: 1.521 -4.490 3.158  0.52
H: 2.071 -2.877 3.657  0.21
H: 3.066 -4.680 1.461  0.52
H: 3.787 -3.053 1.493  0.14
H: 1.941 -4.117 -0.699  0.30
H: 3.711 -4.130 -0.827  0.45
C: 0.081 0.093 -2.980  -1.72
N: -0.954 0.345 -1.963  0.80
P: -0.690 1.522 -0.667  -1.12
C: -2.049 2.695 -1.022  0.85
C: -2.245 3.164 -2.317  -0.56
C: -3.257 4.074 -2.573  -0.66
C: -4.064 4.530 -1.538  -0.68
C: -3.859 4.076 -0.244  -0.71
C: -2.854 3.155 0.013  0.19
C: 0.690 2.694 -1.009  1.97
C: 1.565 2.831 -2.079  -0.39
C: 2.543 3.819 -2.062  -0.66
C: 2.659 4.683 -0.986  -0.76
C: 1.790 4.553 0.093  -0.69
C: 0.829 3.559 0.086  -1.27
P: -1.367 -1.066 -1.041  -0.28
C: -2.935 -0.518 -0.282  1.20
C: -3.225 -0.809 1.048  -0.67
C: -4.467 -0.487 1.576  -0.61
C: -5.426 0.116 0.774  -0.74
C: -5.147 0.390 -0.559  -0.73
C: -3.908 0.072 -1.088  -0.54
C: -2.052 -2.320 -2.167  0.98
C: -2.161 -3.592 -1.604  -0.80
C: -2.788 -4.613 -2.298  -0.69
C: -3.290 -4.374 -3.570  -0.58
C: -3.172 -3.114 -4.138  -0.88
C: -2.560 -2.083 -3.440  -0.18
H: 0.130 0.931 -3.674  0.32
H: -0.188 -0.798 -3.546  0.57
H: 1.078 -0.070 -2.550  0.48
H: -1.611 2.820 -3.127  0.27
H: -3.411 4.442 -3.579  0.46
H: -4.852 5.243 -1.742  0.41
H: -4.484 4.434 0.564  0.48
H: -2.704 2.779 1.019  0.26
H: 1.497 2.188 -2.946  0.16
H: 3.209 3.916 -2.910  0.52
H: 3.411 5.460 -0.985  0.42
H: 1.858 5.240 0.928  0.49
H: 0.155 3.453 0.931  0.55
H: -2.480 -1.301 1.665  0.44
H: -4.697 -0.718 2.608  0.49
H: -6.397 0.362 1.184  0.43
H: -5.897 0.857 -1.184  0.47
H: -3.691 0.282 -2.127  0.29
H: -1.762 -3.770 -0.610  0.33
H: -2.882 -5.594 -1.851  0.44
H: -3.772 -5.171 -4.120  0.41
H: -3.562 -2.927 -5.129  0.44
H: -2.490 -1.098 -3.887  0.40

Computed properties:
energy relative to the best compared isomer or geometry (same formula, charge and spin): 23.1 kcal per mole
net charge: +2
HOMO-LUMO gap: 9.08 eV
lowest unoccupied orbital energy: -4.02 eV


(3)
Molecular formula: C46H51Br2HfN12
Method: DFT, the ωB97M-V functional and the def2-TZVPD basis

Last column: Mulliken charge in e.
Cartesian coordinates (Å):
Hf: -0.272 0.285 -0.491  -0.11
Br: 1.916 0.722 -2.157  -0.10
C: 1.081 0.220 -3.839  1.29
C: 1.830 0.285 -4.970  -0.82
C: 1.196 -0.095 -6.176  -0.80
C: -0.108 -0.503 -6.172  -1.09
C: -0.860 -0.552 -4.973  1.22
C: -2.219 -0.961 -4.953  -1.03
C: -2.919 -0.991 -3.784  -1.20
C: -2.288 -0.613 -2.573  -0.01
C: -0.972 -0.203 -2.514  0.83
C: -0.258 -0.182 -3.747  -0.45
H: 2.860 0.612 -4.966  0.54
H: 1.762 -0.058 -7.097  0.43
H: -0.587 -0.795 -7.098  0.50
H: -2.690 -1.251 -5.884  0.46
H: -3.954 -1.306 -3.777  0.54
H: -2.896 -0.664 -1.670  0.08
C: 1.068 3.774 -0.395  -0.59
N: -0.197 4.243 0.147  0.52
C: -0.281 5.693 0.361  -1.08
C: -1.185 3.418 0.498  -0.54
N: -0.994 2.090 0.387  0.87
C: -1.958 1.157 0.884  -0.16
C: -3.256 1.123 0.412  0.21
C: -4.208 0.282 1.015  -0.82
C: -3.841 -0.487 2.083  -1.16
C: -2.491 -0.592 2.507  1.17
C: -2.143 -1.487 3.534  -1.21
C: -0.828 -1.706 3.849  -1.21
C: 0.182 -1.077 3.117  -0.71
C: -0.095 -0.141 2.141  0.43
N: 0.992 0.340 1.321  0.96
C: 2.112 0.785 1.932  -0.92
N: 3.303 0.532 1.370  0.76
C: 4.456 1.414 1.520  -1.17
C: 3.566 -0.751 0.731  -0.80
N: 2.054 1.512 3.059  0.56
C: 3.063 1.408 4.116  -1.22
C: 0.874 2.287 3.415  -1.15
C: -1.479 0.171 1.849  -0.08
N: -2.344 3.956 0.971  0.51
C: -2.975 3.517 2.209  -0.84
C: -3.096 4.928 0.177  -1.16
H: 1.107 3.858 -1.482  0.21
H: 1.249 2.744 -0.095  -0.04
H: 1.869 4.380 0.025  0.53
H: 0.715 6.057 0.600  0.40
H: -0.939 5.908 1.196  0.40
H: -0.636 6.207 -0.532  0.34
H: -3.532 1.801 -0.391  0.25
H: -5.232 0.290 0.667  0.55
H: -4.583 -1.079 2.605  0.46
H: -2.928 -2.024 4.051  0.53
H: -0.559 -2.411 4.623  0.46
H: 1.216 -1.354 3.300  0.72
H: 4.134 2.401 1.838  0.37
H: 4.949 1.499 0.552  0.37
H: 5.183 1.023 2.234  0.38
H: 4.375 -1.264 1.255  0.49
H: 3.864 -0.622 -0.311  0.31
H: 2.675 -1.365 0.797  -0.16
H: 3.734 0.577 3.915  0.40
H: 2.544 1.210 5.054  0.39
H: 3.633 2.331 4.215  0.37
H: 0.284 2.480 2.523  0.24
H: 1.201 3.238 3.837  0.58
H: 0.261 1.765 4.153  0.39
H: -2.341 2.808 2.738  0.22
H: -3.950 3.062 2.027  0.27
H: -3.116 4.384 2.857  0.46
H: -2.631 5.056 -0.798  0.34
H: -3.172 5.893 0.679  0.36
H: -4.102 4.536 0.013  0.33
C: 1.938 -2.988 -1.095  -1.23
C: 0.607 -3.034 -0.440  0.42
N: -0.270 -2.050 -0.311  0.93
C: -1.412 -2.618 0.253  -0.47
C: -1.186 -3.922 0.507  -0.98
N: 0.087 -4.180 0.051  0.23
C: 0.896 -5.313 0.458  -1.00
N: 1.844 -4.849 1.454  0.25
N: 1.561 -3.754 2.190  0.33
N: 2.570 -3.461 2.920  -0.67
C: 3.574 -4.374 2.673  0.42
C: 4.864 -4.486 3.215  -0.85
C: 5.643 -5.512 2.746  -0.60
C: 5.167 -6.419 1.768  -0.52
C: 3.906 -6.331 1.235  -1.17
C: 3.119 -5.274 1.713  1.15
H: 2.121 -1.996 -1.497  -0.09
H: 1.971 -3.697 -1.925  0.52
H: 2.739 -3.256 -0.403  0.31
H: -2.316 -2.054 0.401  0.54
H: -1.802 -4.683 0.952  0.49
H: 1.449 -5.729 -0.383  0.42
H: 0.229 -6.075 0.856  0.32
H: 5.214 -3.805 3.978  0.52
H: 6.642 -5.647 3.138  0.42
H: 5.818 -7.219 1.441  0.41
H: 3.549 -7.049 0.510  0.44
Br: -1.138 3.109 -2.858  -0.01
C: -2.882 2.647 -3.484  0.56
C: -3.098 2.597 -4.851  -0.91
C: -4.385 2.287 -5.260  -0.34
C: -5.360 2.045 -4.303  -0.82
C: -5.014 2.124 -2.967  -0.27
N: -3.777 2.425 -2.550  0.02
H: -2.304 2.807 -5.552  0.48
H: -4.623 2.245 -6.315  0.46
H: -6.377 1.810 -4.583  0.47
H: -5.755 1.954 -2.194  0.41

Computed properties:
energy relative to the best compared isomer or geometry (same formula, charge and spin): 30.1 kcal per mole
net charge: +3
HOMO-LUMO gap: 6.89 eV
lowest unoccupied orbital energy: -8.20 eV


(4)
Molecular formula: C5H12O
Method: DFT, the ωB97M-V functional and the def2-TZVPD basis

Last column: Mulliken charge in e.
Cartesian coordinates (Å):
C: 0.222 -1.394 2.045  -1.17
C: -0.674 -0.375 1.397  0.01
C: -1.034 -0.393 0.115  -0.12
C: -1.916 0.625 -0.551  -1.06
H: -0.326 -1.998 2.780  0.37
H: 0.647 -2.074 1.300  0.29
H: 1.053 -0.919 2.582  0.30
H: -1.050 0.425 2.040  0.26
H: -0.647 -1.185 -0.530  0.26
H: -1.430 0.994 -1.462  0.25
H: -2.117 1.473 0.114  0.29
H: -2.878 0.180 -0.841  0.30
C: 1.847 0.841 -1.191  -0.43
O: 0.916 0.222 -2.054  -0.47
H: 1.768 1.938 -1.218  0.26
H: 1.595 0.506 -0.181  0.10
H: 2.885 0.551 -1.418  0.28
H: 1.109 0.505 -2.955  0.27

Computed properties:
energy relative to the best compared isomer or geometry (same formula, charge and spin): 29.0 kcal per mole
SMILES: C/C=C/C.CO
net charge: 0
HOMO-LUMO gap: 9.82 eV
lowest unoccupied orbital energy: 0.91 eV